[1]
The following is a quantum chemistry calculation of a cluster of 18 separate species, C38H120N8O18 in total at a distorted geometry, from the OMol25 dataset.

```
! RIJCOSX wB97M-V def2-TZVPD def2/J DEFGRID3
* xyz 0 1
C 5.36 -3.86 -1.73
C 4.54 -3.75 -0.49
O 5.13 -2.85 0.49
H 6.36 -4.24 -1.47
H 5.49 -2.87 -2.19
H 4.89 -4.57 -2.40
H 4.23 -4.66 0.01
H 3.59 -3.28 -0.77
H 4.63 -2.87 1.32
C -4.34 4.28 1.73
C -3.11 3.97 0.90
O -3.38 4.02 -0.55
H -5.19 3.59 1.62
H -4.66 5.27 1.45
H -4.01 4.31 2.76
H -2.79 2.92 1.00
H -2.32 4.67 1.17
H -3.58 4.98 -0.64
C -4.80 -1.68 -3.77
C -4.36 -0.23 -3.67
O -3.18 -0.08 -2.92
H -5.85 -1.66 -4.09
H -4.67 -2.30 -2.88
H -4.28 -2.21 -4.58
H -5.12 0.27 -3.12
H -4.38 0.14 -4.67
H -2.46 -0.52 -3.43
O -2.86 -2.59 1.46
H -3.28 -3.41 1.23
H -3.18 -1.91 0.79
O 0.24 -4.49 2.77
H 1.14 -4.76 2.99
H 0.36 -3.60 2.36
O -3.73 -0.53 -0.21
H -3.33 -0.40 -1.09
H -4.32 0.24 -0.10
O 3.04 -2.66 2.88
H 2.92 -3.13 3.70
H 2.17 -2.33 2.61
O 0.81 0.06 4.84
H 0.45 -0.75 5.21
H 1.57 0.27 5.37
O -5.29 1.87 -0.32
H -6.23 2.04 -0.45
H -4.87 2.70 -0.55
O -2.74 2.86 -3.49
H -2.58 1.91 -3.48
H -2.96 3.05 -2.56
C -2.31 -1.79 7.45
C -2.66 -2.43 6.09
C -4.06 -2.07 5.59
O -5.16 -2.55 6.29
C -5.24 -3.98 6.34
N -1.69 -1.90 5.10
H -3.02 -2.15 8.20
H -2.31 -0.70 7.47
H -1.31 -2.05 7.80
H -2.49 -3.50 6.14
H -4.10 -2.41 4.55
H -4.19 -0.97 5.59
H -4.69 -4.40 5.49
H -6.31 -4.22 6.33
H -4.68 -4.37 7.20
H -1.94 -1.01 4.69
H -1.65 -2.52 4.29
C -2.19 0.67 -6.55
C -1.09 -0.44 -6.80
C -1.20 -1.51 -5.77
O -1.06 -0.94 -4.45
C 0.33 -0.50 -4.25
N -1.28 -1.05 -8.09
H -3.17 0.17 -6.50
H -2.13 1.37 -7.35
H -2.00 1.15 -5.59
H -0.09 0.03 -6.78
H -0.38 -2.23 -5.82
H -2.17 -1.97 -5.82
H 1.02 -1.32 -4.49
H 0.43 -0.29 -3.19
H 0.49 0.40 -4.85
H -0.57 -1.70 -8.46
H -1.51 -0.35 -8.80
C 2.84 3.28 -1.80
C 2.23 4.66 -1.83
C 3.03 5.54 -0.93
O 2.32 6.80 -0.87
C 3.09 7.73 -0.14
N 2.16 5.32 -3.11
H 2.51 2.60 -2.58
H 2.59 2.84 -0.83
H 3.92 3.38 -1.87
H 1.20 4.60 -1.46
H 3.97 5.75 -1.41
H 3.06 5.07 0.05
H 2.60 8.68 -0.04
H 4.13 7.87 -0.51
H 3.22 7.22 0.82
H 1.72 6.19 -2.92
H 1.69 4.80 -3.84
C 4.45 -1.83 -4.86
C 4.25 -0.33 -4.69
C 4.64 -0.03 -3.29
O 3.70 -0.64 -2.41
C 4.01 -0.32 -1.08
N 5.06 0.53 -5.63
H 4.14 -2.24 -5.84
H 3.96 -2.51 -4.15
H 5.49 -2.15 -4.80
H 3.18 -0.30 -4.86
H 4.69 1.04 -3.08
H 5.67 -0.41 -3.18
H 3.23 -0.72 -0.46
H 3.92 0.79 -0.98
H 4.98 -0.74 -0.80
H 5.04 1.49 -5.27
H 4.65 0.48 -6.56
C 1.10 -7.46 -2.33
C 0.71 -6.15 -1.72
C -0.79 -5.90 -1.86
O -1.28 -5.85 -3.23
C -1.09 -4.54 -3.74
N 0.92 -6.24 -0.31
H 0.49 -8.30 -1.99
H 2.10 -7.80 -2.06
H 1.02 -7.52 -3.41
H 1.33 -5.36 -2.14
H -1.08 -5.01 -1.28
H -1.31 -6.76 -1.43
H -1.68 -3.82 -3.13
H -1.44 -4.50 -4.78
H -0.04 -4.22 -3.84
H 0.77 -5.43 0.25
H 1.82 -6.65 -0.11
C 4.12 1.00 2.94
C 3.81 2.29 2.22
C 2.34 2.65 2.38
O 2.08 3.92 1.82
C 0.87 4.42 2.30
N 4.64 3.37 2.67
H 3.63 0.11 2.56
H 3.88 1.03 4.01
H 5.22 0.89 2.92
H 4.05 2.11 1.17
H 2.03 2.75 3.44
H 1.61 1.90 1.98
H 0.94 5.50 2.13
H 0.59 4.07 3.29
H 0.01 4.03 1.75
H 4.19 4.24 2.40
H 4.63 3.39 3.70
C 0.70 -1.90 -0.35
C 0.58 -0.91 0.80
C -0.27 0.26 0.35
O 0.24 0.86 -0.80
C -0.40 2.08 -1.02
N 0.14 -1.50 2.03
H 1.04 -1.45 -1.29
H -0.23 -2.40 -0.62
H 1.39 -2.68 -0.08
H 1.60 -0.51 0.98
H -0.27 0.93 1.20
H -1.29 -0.05 0.16
H -1.49 2.07 -1.14
H 0.03 2.54 -1.91
H -0.27 2.77 -0.17
H -0.82 -1.79 1.92
H 0.34 -1.00 2.92
C -3.04 3.62 6.08
C -1.80 2.82 5.69
C -1.94 2.29 4.28
O -2.76 1.15 4.26
C -2.87 0.69 2.91
N -0.62 3.76 5.75
H -3.18 4.46 5.39
H -3.00 4.08 7.08
H -3.92 2.99 6.08
H -1.77 2.01 6.42
H -0.95 1.95 3.95
H -2.21 3.09 3.57
H -3.37 -0.28 2.94
H -1.88 0.57 2.49
H -3.45 1.46 2.34
H -0.68 4.49 6.47
H 0.26 3.23 5.89
*
```

The value obtained for the HOMO energy is -8.8 eV. Its energy above the lowest of the compared OMol25 structures with the same formula, charge and spin is 0.0 kcal per mole. The calculation puts the electronic energy at -90124.20630 eV.

[2]
The following is a quantum chemistry calculation of a structure of composition C40H31BrN8O3PbS, from the OMol25 dataset.

```
! RIJCOSX wB97M-V def2-TZVPD def2/J DEFGRID3
* xyz 2 1
Pb -0.09 0.22 -0.06
O -0.56 -3.40 -2.58
C -0.84 -2.42 -1.87
O -0.54 -1.20 -2.06
C -1.55 -2.77 -0.55
C -2.48 -3.83 -0.52
C -2.99 -4.21 0.68
C -2.52 -3.60 1.87
C -2.94 -4.02 3.16
C -2.42 -3.44 4.28
C -1.42 -2.45 4.16
C -1.00 -2.02 2.93
C -1.56 -2.57 1.76
N -1.14 -2.13 0.53
H -2.76 -4.31 -1.45
H -3.73 -5.00 0.75
H -3.67 -4.82 3.23
H -2.74 -3.77 5.26
H -0.98 -2.03 5.06
H -0.20 -1.30 2.83
Br 6.93 -0.06 3.63
C 5.11 0.17 3.23
C 4.15 -0.05 4.21
C 2.81 0.16 3.91
C 2.43 0.59 2.65
C 3.39 0.77 1.66
C 4.73 0.57 1.95
N 1.06 0.82 2.32
C 0.30 1.42 3.14
C -1.16 1.52 2.91
C -1.95 2.17 3.84
C -3.32 2.20 3.65
C -3.86 1.58 2.54
C -3.00 0.96 1.64
N -1.68 0.93 1.81
H 4.45 -0.38 5.19
H 2.06 -0.05 4.67
H 3.09 1.07 0.66
H 5.49 0.72 1.19
H 0.68 1.85 4.06
H -1.49 2.64 4.70
H -3.96 2.70 4.36
H -4.92 1.57 2.35
H -3.37 0.47 0.75
C 2.31 -4.91 -0.96
N 2.29 -3.86 -1.97
C 2.27 -4.07 -3.30
C 2.21 -2.85 -3.91
N 2.18 -1.90 -2.95
C 2.23 -2.52 -1.72
S 2.21 -1.88 -0.18
C 2.13 -0.48 -3.24
C 1.72 -0.06 -4.50
C 1.75 1.29 -4.77
C 2.18 2.17 -3.78
C 2.54 1.64 -2.55
N 2.51 0.33 -2.28
H 2.67 -5.82 -1.42
H 1.30 -5.07 -0.58
H 2.96 -4.62 -0.14
H 2.28 -5.06 -3.72
H 2.21 -2.63 -4.96
H 1.37 -0.75 -5.25
H 1.45 1.66 -5.74
H 2.24 3.23 -3.96
H 2.88 2.28 -1.75
O -2.11 1.14 -1.25
C -2.32 2.05 -2.08
C -3.17 1.77 -3.21
C -3.63 2.76 -4.01
C -3.25 4.10 -3.75
C -2.35 4.40 -2.74
C -1.82 3.42 -1.91
C -0.78 3.75 -0.95
N 0.00 2.91 -0.28
C 0.89 3.67 0.43
C 0.65 4.99 0.21
N -0.40 5.03 -0.66
H -3.44 0.73 -3.37
H -4.28 2.54 -4.84
H -3.64 4.90 -4.37
H -2.04 5.44 -2.62
H 1.65 3.23 1.06
H 1.13 5.88 0.59
H -0.83 5.87 -1.01
*
```

The value obtained for the HOMO energy (spin up / spin down) is -12.9 / -12.9 eV. The calculation puts the electronic energy at -146160.22016 eV.

[3]
The following is a quantum chemistry calculation of the ion C7H11N4 with charge +1 at a distorted geometry, from the OMol25 dataset.

```
! RIJCOSX wB97M-V def2-TZVPD def2/J DEFGRID3
* xyz 1 1
C 2.81 -0.16 -0.28
C 2.39 -1.41 -0.06
C 1.95 1.03 -0.01
C 0.52 0.58 0.14
C 1.04 -1.89 0.41
C -1.37 -0.69 0.38
C -2.77 1.01 -0.65
N -0.68 1.56 0.20
N 2.32 2.25 -0.01
N 0.10 -0.68 0.33
N -1.86 0.69 0.41
H 3.80 0.03 -0.86
H 2.99 -2.24 -0.42
H 0.70 -2.67 -0.27
H 1.16 -2.31 1.35
H -1.84 -1.07 -0.58
H -1.74 -1.26 1.10
H -3.46 0.22 -0.76
H -3.44 1.91 -0.43
H -2.12 1.16 -1.55
H 1.65 3.01 0.08
H -2.15 0.94 1.46
*
```

Its SMILES is [H]/N=C1/C=CCN2C[N@H+](C)N=C12. The value obtained for the HOMO energy is -13.1 eV. Its energy above the lowest of the compared OMol25 structures with the same formula, charge and spin is 119.6 kcal per mole. The calculation puts the electronic energy at -13386.95682 eV.

[4]
The following is a quantum chemistry calculation of a structure of composition C2H5Cl2OY at a distorted geometry, from the OMol25 dataset.

```
! RIJCOSX wB97M-V def2-TZVPD def2/J DEFGRID3
* xyz 1 2
Y -0.41 -3.10 2.81
C -0.10 -1.81 -0.68
O -0.36 -2.11 0.68
H -0.99 -1.86 -1.30
H 0.29 -0.79 -0.62
H 0.62 -2.51 -1.09
C 0.14 2.48 -0.11
Cl 1.65 2.89 0.65
Cl -0.97 1.75 1.16
H -0.33 3.31 -0.63
H 0.47 1.75 -0.85
*
```

The value obtained for the HOMO energy (spin up / spin down) is -12.3 / -13.2 eV. The calculation puts the electronic energy at -30280.20247 eV. The expectation value of S² is 0.75.

[5]
The following is a quantum chemistry calculation of an isolated molecule of C9H12O2S at a distorted geometry, from the OMol25 dataset.

```
! RIJCOSX wB97M-V def2-TZVPD def2/J DEFGRID3
* xyz 0 1
C -1.36 -2.18 2.15
C -1.12 -0.83 1.58
C -0.28 -2.92 2.19
C 0.29 -0.67 1.22
C 0.33 1.62 0.14
C 0.81 2.06 -1.25
C 0.94 0.28 0.58
C -0.07 1.71 -2.36
C -0.43 0.21 -2.55
O 2.35 0.19 0.29
O -0.49 2.61 -3.09
S 1.17 -2.19 1.55
H -2.32 -2.50 2.50
H -1.46 -0.11 2.46
H -0.29 -3.94 2.47
H 0.64 2.33 1.02
H -0.74 1.61 0.18
H 0.86 3.11 -1.41
H 1.73 1.58 -1.28
H 0.48 -0.52 -2.76
H -1.00 0.11 -3.47
H -0.87 -0.19 -1.59
H 2.71 -0.76 0.57
H -1.87 -0.60 0.86
*
```

Its SMILES is CC(=O)CC/C(O)=C1\CC=CS1. The value obtained for the HOMO energy is -7.9 eV. Its energy above the lowest of the compared OMol25 structures with the same formula, charge and spin is 38.8 kcal per mole. The calculation puts the electronic energy at -24455.60818 eV.

[6]
The following is a quantum chemistry calculation of a cluster of 40 separate species, H80O40 in total at a distorted geometry, from the OMol25 dataset.

```
! RIJCOSX wB97M-V def2-TZVPD def2/J DEFGRID3
* xyz 0 1
H -5.44 0.15 4.04
H -5.94 -1.19 3.07
O -5.29 -0.51 3.25
H 3.42 2.14 -0.59
H 3.26 1.09 -1.70
O 3.01 1.95 -1.47
H -3.16 -2.55 -5.45
H -3.54 -3.38 -4.21
O -2.90 -2.82 -4.60
H -3.08 -2.91 0.47
H -2.45 -2.23 1.50
O -2.42 -2.93 1.08
H -2.08 1.13 -4.25
H -2.82 1.81 -3.00
O -2.94 1.64 -3.95
H 1.02 1.46 0.76
O 0.41 2.27 0.50
H 0.95 -4.11 -3.48
O 1.38 -3.15 -3.62
H -2.10 0.88 0.77
H -1.08 -0.11 1.64
O -2.05 0.31 1.46
H 0.98 3.78 -2.51
H 2.24 3.99 -1.75
O 1.37 4.48 -2.06
H 0.20 -2.23 3.84
H 1.45 -3.43 3.63
O 0.89 -2.70 3.23
H -2.87 -0.02 -2.70
H -2.54 -1.66 -3.03
O -2.88 -1.03 -2.44
H 2.31 -0.59 5.53
O 1.52 -0.37 6.13
H -4.68 0.31 1.79
H -3.62 -0.14 0.94
O -4.49 -0.12 0.88
H 6.29 2.19 0.48
H 5.58 1.44 1.51
O 6.19 1.34 0.78
H 4.08 4.07 0.47
H 3.61 3.66 1.92
O 4.23 3.60 1.15
H -1.32 1.23 3.42
H -0.39 1.90 2.22
O -0.80 2.19 3.05
H 4.27 -1.88 2.63
H 4.80 -2.22 4.08
O 4.44 -1.42 3.59
H 1.61 -3.56 1.20
H 1.75 -2.12 0.72
O 2.27 -2.85 0.96
H 3.43 1.32 -4.35
O 2.98 1.37 -5.20
H 0.00 1.17 -2.09
H -0.24 -0.36 -1.48
O 0.39 0.38 -1.89
H -0.27 5.04 2.28
O -0.30 4.31 1.78
H 1.05 3.54 2.74
H 1.55 2.57 3.62
O 1.70 2.76 2.74
H 5.35 4.04 -1.61
H 3.84 3.88 -2.03
O 4.49 4.21 -1.40
H 0.80 0.84 -4.55
H -0.39 -0.01 -4.75
O -0.03 0.82 -5.06
H 0.34 -1.52 1.79
H -0.19 -1.02 0.35
O 0.00 -0.84 1.21
H -3.54 1.93 -0.80
H -2.09 2.40 -1.30
O -2.71 1.52 -1.39
H -4.08 -5.16 -0.48
H -2.87 -5.76 -1.21
O -3.56 -5.10 -1.40
H -2.12 4.48 0.44
H -3.53 4.74 -0.06
O -2.54 4.46 -0.37
H -5.51 1.37 -0.57
H -5.59 2.69 0.19
O -5.16 2.32 -0.62
H 4.84 -3.77 -2.67
H 4.47 -2.85 -1.51
O 4.38 -3.83 -1.83
H -4.85 -1.40 -2.38
H -4.83 0.03 -2.99
O -5.38 -0.81 -2.91
H -2.86 6.05 1.91
O -3.46 5.37 2.02
H 2.81 -5.67 -0.07
H 3.20 -5.95 -1.40
O 2.44 -5.82 -0.94
H 2.96 0.43 -5.41
H 0.53 2.23 -0.50
H -0.92 3.50 1.94
H 1.91 -3.05 -2.88
H 1.42 0.60 6.15
H -3.43 5.13 2.90
O 2.41 0.75 0.94
H 3.23 1.11 0.68
H 2.33 1.42 1.76
O -0.38 -2.48 -0.88
H -1.15 -2.64 -1.21
H 0.25 -3.25 -1.08
O -1.76 -2.51 4.39
H -2.07 -3.41 4.48
H -2.31 -2.13 3.76
O 0.29 -4.52 2.08
H 0.01 -3.87 1.41
H -0.37 -4.59 2.72
O 0.18 -4.91 -1.37
H 0.09 -5.36 -2.25
H 1.01 -5.13 -1.16
O -0.52 3.21 -3.54
H -0.52 2.55 -4.18
H -1.40 3.54 -3.75
O 4.52 1.23 4.08
H 3.83 1.06 3.36
H 5.21 0.56 3.90
*
```

The value obtained for the HOMO energy is -9.8 eV. Its energy above the lowest of the compared OMol25 structures with the same formula, charge and spin is 373.6 kcal per mole. The calculation puts the electronic energy at -83189.61367 eV.

[7]
The following is a quantum chemistry calculation of a cluster of 2 separate species, C6H15N3O in total at a distorted geometry, from the OMol25 dataset.

```
! RIJCOSX wB97M-V def2-TZVPD def2/J DEFGRID3
* xyz 2 1
C -1.09 -0.57 -0.77
C 3.73 2.35 0.26
C -2.04 -1.14 1.35
C 0.51 -1.43 1.01
C -1.62 -1.24 -3.12
C -0.75 -0.58 0.68
N -1.39 -0.87 -1.84
N 1.60 1.90 -0.18
N -0.50 0.79 1.10
O 2.77 1.60 0.36
H 4.60 1.94 0.62
H 3.58 3.28 -0.06
H -3.05 -0.66 1.16
H -2.04 -0.95 2.47
H -2.13 -2.13 1.15
H 0.71 -1.02 2.04
H 0.16 -2.45 1.04
H 1.24 -1.26 0.35
H -2.61 -1.80 -3.37
H -1.79 -0.22 -3.80
H -0.91 -1.78 -3.66
H 1.51 2.89 -0.45
H -1.34 1.14 1.55
H 0.68 1.43 0.26
H 0.16 0.78 1.86
*
```

The value obtained for the HOMO energy (spin up / spin down) is -18.0 / -18.0 eV. Its energy above the lowest of the compared OMol25 structures with the same formula, charge and spin is 172.8 kcal per mole. The calculation puts the electronic energy at -12960.49789 eV.

[8]
The following is a quantum chemistry calculation of a cluster of 6 separate species, C3H18NO6 in total, from the OMol25 dataset.

```
! RIJCOSX wB97M-V def2-TZVPD def2/J DEFGRID3
* xyz 1 1
O 1.36 -0.86 -0.47
C 0.55 -1.72 -0.24
C -0.94 -1.48 -0.55
C -1.85 -1.97 0.57
N -1.14 -0.02 -0.79
H 0.80 -2.73 0.12
H -1.14 -2.03 -1.48
H -1.80 -1.33 1.45
H -1.49 -2.92 0.97
H -2.89 -2.03 0.23
H -0.48 0.33 -1.54
H -0.91 0.52 0.05
H -2.11 0.18 -1.02
H 0.21 -0.57 2.25
H 1.38 -1.54 2.72
O 0.59 -1.48 2.16
H 0.15 3.45 0.17
H 1.10 2.25 -0.15
O 0.27 2.50 0.32
H 2.36 0.67 -0.78
H 3.33 1.83 -1.24
O 2.40 1.60 -1.09
H -0.18 1.69 1.84
H -1.04 1.39 3.11
O -0.65 0.98 2.32
H 1.16 1.43 -2.40
H 0.60 0.81 -3.71
O 0.35 1.08 -2.81
*
```

The value obtained for the HOMO energy is -14.0 eV. Its energy above the lowest of the compared OMol25 structures with the same formula, charge and spin is 0.0 kcal per mole. The calculation puts the electronic energy at -17173.24614 eV.